Below is C16H28S2Si4 in the gas phase in a non-equilibrium geometry, with properties calculated with ωB97M-V with the def2-TZVPD basis set.

CARTESIAN COORDINATES (ANGSTROEM)
S  -1.179  0.709  0.542
S  0.629  -0.727  -0.133
C  0.176  3.009  0.339
C  0.031  -3.034  0.789
C  -0.503  2.833  -0.917
C  -0.412  -3.062  -0.580
C  0.023  1.938  1.171
C  0.493  -1.841  1.205
C  -1.201  1.670  -1.066
C  -0.142  -1.893  -1.223
C  -0.140  1.950  4.069
C  2.351  2.355  3.098
C  0.689  -2.149  4.246
C  3.018  -1.468  2.503
C  -3.676  0.368  -2.119
C  -1.917  2.044  -4.046
C  -0.941  -2.373  -4.172
C  1.160  -0.419  -3.428
Si  0.827  1.307  2.698
Si  1.179  -1.022  2.756
Si  -1.930  0.784  -2.542
Si  -0.526  -1.067  -2.915
H  0.908  3.753  0.573
H  -0.279  -3.821  1.464
H  -0.436  3.461  -1.766
H  -0.805  -3.891  -1.105
H  0.243  2.996  4.211
H  -1.193  1.716  3.934
H  0.073  1.398  4.909
H  3.105  2.085  2.295
H  2.705  2.123  4.099
H  2.063  3.449  3.052
H  1.076  -1.761  5.149
H  1.155  -3.138  4.118
H  -0.294  -2.371  4.425
H  3.702  -1.272  3.355
H  3.340  -0.889  1.703
H  3.005  -2.564  2.316
H  -4.392  0.087  -2.887
H  -3.427  -0.557  -1.493
H  -4.091  1.107  -1.482
H  -1.007  2.567  -4.312
H  -2.164  1.621  -5.029
H  -2.739  2.750  -3.870
H  -1.154  -1.856  -5.073
H  -0.037  -3.011  -4.261
H  -1.750  -3.116  -4.047
H  0.969  0.365  -4.187
H  1.552  0.091  -2.584
H  1.861  -1.235  -3.784

Properties
HOMO level = -6.83 eV
E_tot = -70226.0695 eV
Kohn-Sham gap = 7.2 eV
LUMO energy = 0.318 eV

How is the electron density shared among the atoms? According to Mulliken, the charges in e are: S -0.52; S -0.58; C -0.59; C -0.14; C -0.15; C -0.70; C 0.08; C -0.09; C 0.01; C 0.28; C -1.23; C -1.27; C -1.33; C -1.24; C -1.10; C -1.36; C -1.23; C -1.11; Si 0.57; Si 0.49; Si 0.48; Si 0.59; H 0.40; H 0.40; H 0.49; H 0.48; H 0.27; H 0.34; H 0.46; H 0.26; H 0.35; H 0.36; H 0.36; H 0.32; H 0.45; H 0.35; H 0.37; H 0.35; H 0.36; H 0.22; H 0.40; H 0.41; H 0.37; H 0.37; H 0.36; H 0.31; H 0.35; H 0.30; H 0.37; H 0.29